Molecular formula: CH8Si2
Method: DFT, ωB97M-V/def2-TZVPD

frontier orbital gap	0.3351	Ha
2S+1	1
HOMO level	-8.706	eV
E	-621.74718	hartree
ΔE to the lowest compared entry with this formula, charge and spin	55.9	kcal per mole

Structure (XYZ):
```
11
Properties=species:S:1:pos:R:3:forces:R:3
C -0.336 -0.958 0.146 2.18 2.75 -0.39
Si -1.597 0.396 -0.058 0.03 -1.01 1.09
Si 1.877 0.305 -0.149 -3.82 -2.13 -1.25
H -0.410 -1.152 1.230 0.56 -0.80 -0.71
H -0.195 -1.689 -0.642 -0.13 -0.45 0.58
H -2.925 -0.257 0.373 0.37 0.64 -0.79
H -1.292 1.134 1.293 -0.26 0.32 -1.51
H -1.537 0.945 -1.503 -0.29 0.11 1.27
H 2.621 -0.810 -0.727 0.49 0.06 -0.01
H 1.630 1.399 -1.124 0.18 -0.10 0.26
H 2.165 0.687 1.160 0.69 0.60 1.46
```
Forces are in eV/Å.

=====

Molecular formula: C51H45N3O5OsPS
Method: DFT, ωB97M-V/def2-TZVPD

frontier orbital gap	0.2586	Ha
2S+1	1
HOMO level	-10.680	eV
net charge	+1
E	-3341.02957	hartree
ΔE to the lowest compared entry with this formula, charge and spin	12.4	kcal per mole

Structure (XYZ):
```
107
Properties=species:S:1:pos:R:3:forces:R:3
Os 0.624 -0.143 -0.810 0.39 0.60 0.48
O -0.086 -1.486 0.275 0.10 -0.33 -0.35
C 0.636 -2.618 0.843 0.06 0.02 0.05
C 2.079 -2.671 0.334 0.01 0.00 0.00
C 2.926 -1.487 0.662 0.02 0.03 0.09
C 4.082 -1.622 1.413 0.01 0.02 -0.02
C 4.850 -0.505 1.684 0.00 -0.02 0.00
C 4.428 0.724 1.213 -0.02 0.01 0.00
C 3.256 0.812 0.481 0.07 0.04 -0.04
C 2.736 2.138 0.015 0.00 0.02 0.01
C 1.343 2.437 0.594 0.18 -0.02 -0.05
O 0.387 1.523 0.003 0.07 -0.03 -0.05
C 0.833 3.796 0.112 -0.02 0.05 0.00
C 0.272 4.722 0.986 0.03 0.03 0.01
C -0.273 5.904 0.501 -0.01 0.02 -0.03
C -0.271 6.170 -0.859 0.00 -0.01 0.03
C 0.278 5.245 -1.737 0.03 0.02 0.03
C 0.825 4.067 -1.255 -0.03 0.02 -0.05
C 1.364 2.364 2.111 -0.05 -0.06 -0.05
C 0.339 1.762 2.822 0.03 -0.05 0.00
C 0.314 1.835 4.210 0.03 -0.06 -0.05
C 1.322 2.484 4.900 -0.01 0.00 0.03
C 2.361 3.076 4.194 0.00 0.03 0.01
C 2.374 3.026 2.811 0.05 -0.01 -0.04
N 2.539 -0.290 0.191 -0.20 -0.15 0.07
C -0.109 -3.880 0.378 -0.09 0.13 -0.07
C 0.542 -5.015 -0.087 0.01 -0.01 -0.05
C -0.181 -6.149 -0.444 0.03 0.02 -0.04
C -1.560 -6.157 -0.349 -0.04 0.00 0.00
C -2.218 -5.029 0.128 -0.01 0.01 -0.01
C -1.496 -3.909 0.500 -0.01 -0.01 -0.06
C 0.526 -2.596 2.364 0.01 0.07 -0.02
C -0.551 -1.971 2.982 0.01 -0.02 0.02
C -0.761 -2.119 4.346 0.00 0.15 -0.02
C 0.121 -2.858 5.117 0.03 -0.03 0.02
C 1.205 -3.474 4.510 -0.02 -0.02 0.03
C 1.393 -3.359 3.142 0.06 0.04 -0.01
H 2.046 -2.805 -0.747 0.02 0.00 -0.05
H 2.565 -3.551 0.746 -0.02 0.06 -0.04
H 4.365 -2.599 1.778 0.00 0.01 0.01
H 5.758 -0.589 2.266 0.00 0.00 0.00
H 4.985 1.626 1.425 0.00 0.00 0.00
H 2.674 2.155 -1.070 0.03 0.04 0.06
H 3.427 2.923 0.312 -0.01 -0.02 0.00
H 0.257 4.528 2.050 -0.01 0.02 -0.01
H -0.701 6.617 1.193 0.00 0.00 0.00
H -0.697 7.090 -1.235 0.00 0.00 0.00
H 0.273 5.435 -2.803 0.01 0.01 0.03
H 1.210 3.340 -1.960 -0.01 0.03 0.03
H -0.458 1.262 2.291 0.05 -0.06 0.03
H -0.505 1.386 4.751 -0.10 -0.11 0.06
H 1.298 2.538 5.980 0.00 -0.01 0.00
H 3.150 3.596 4.721 0.00 0.00 -0.01
H 3.163 3.540 2.276 -0.02 0.00 0.03
H 1.619 -5.048 -0.180 -0.04 -0.03 -0.03
H 0.345 -7.025 -0.801 0.00 0.01 0.00
H -2.122 -7.037 -0.632 0.00 0.00 0.00
H -3.296 -5.030 0.224 0.01 0.00 0.00
H -2.006 -3.047 0.902 -0.05 0.06 -0.02
H -1.252 -1.401 2.389 -0.01 0.09 -0.03
H -1.626 -1.659 4.806 0.00 0.05 0.00
H -0.043 -2.968 6.181 0.00 0.00 -0.01
H 1.891 -4.069 5.097 0.00 0.00 0.00
H 2.212 -3.903 2.685 -0.02 0.02 0.04
N -2.563 -0.566 -2.412 -0.03 -0.06 0.22
P -1.597 0.472 -1.502 0.10 -0.30 -0.18
C -1.851 2.033 -2.395 -0.03 0.03 0.00
C -2.959 2.834 -2.115 0.06 0.01 0.07
C -3.230 3.952 -2.888 0.00 0.03 -0.01
C -2.410 4.272 -3.959 -0.02 -0.02 -0.01
C -1.328 3.461 -4.266 0.00 -0.05 -0.02
C -1.049 2.345 -3.493 -0.11 0.02 0.00
C -2.491 0.670 0.066 -0.08 -0.11 -0.03
C -3.177 -0.436 0.562 -0.11 0.07 0.00
C -3.786 -0.383 1.807 -0.03 0.00 0.02
C -3.717 0.779 2.563 0.00 -0.02 -0.01
C -3.036 1.886 2.073 -0.06 -0.01 -0.03
C -2.419 1.834 0.831 0.04 -0.01 0.03
C -2.259 -1.804 -2.989 -0.01 0.01 -0.25
C -3.262 -2.493 -3.678 -0.01 0.02 0.03
C -2.921 -3.672 -4.306 0.00 0.01 -0.01
C -1.608 -4.123 -4.242 0.00 -0.03 0.01
C -0.701 -3.363 -3.532 0.00 -0.09 0.12
N -1.016 -2.231 -2.904 0.00 0.09 0.10
H -3.464 -0.196 -2.677 -0.03 0.03 0.05
H -3.617 2.592 -1.291 0.01 0.01 0.00
H -4.087 4.570 -2.654 0.00 0.00 0.00
H -2.625 5.144 -4.565 0.00 0.01 0.00
H -0.700 3.690 -5.117 0.01 0.00 0.00
H -0.217 1.716 -3.755 0.11 -0.08 -0.03
H -3.246 -1.333 -0.040 0.01 -0.05 0.00
H -4.321 -1.246 2.183 0.00 0.00 0.00
H -4.199 0.825 3.531 0.00 0.00 0.00
H -2.977 2.793 2.661 0.00 0.01 0.00
H -1.858 2.689 0.475 -0.06 0.01 -0.03
H -4.269 -2.100 -3.726 -0.01 -0.02 0.01
H -3.671 -4.230 -4.852 0.00 0.00 0.01
H -1.299 -5.038 -4.727 0.00 0.01 -0.02
H 0.337 -3.665 -3.458 0.05 -0.02 0.04
C 3.747 -0.229 -3.346 -0.02 0.03 0.01
S 1.990 -0.196 -3.272 -0.17 -0.17 -0.11
O 1.465 -0.289 -4.590 0.06 0.01 -0.02
O 1.573 1.008 -2.492 -0.15 -0.02 0.07
O 1.591 -1.294 -2.326 -0.10 -0.01 0.01
H 4.063 0.483 -4.105 0.00 0.02 0.02
H 4.039 -1.237 -3.634 0.00 0.01 -0.03
H 4.147 0.027 -2.368 0.00 -0.03 0.01
```
Forces are in eV/Å.

=====

Largest force on an atom for the records above, in order: 4.55, 0.86 eV/A